(1)
A structure of composition C16H16Br3I3O2. Source: the Open Molecules 2025 dataset; level of theory: ωB97M-V with the def2-TZVPD basis set.

Geometry (Å):
C  1.611  0.202  2.321
C  1.140  0.008  1.234
C  0.404  -0.164  0.029
C  0.827  0.197  -1.190
C  2.122  0.852  -1.576
I  2.204  2.783  -0.614
C  3.436  0.031  -1.475
C  4.378  0.333  -0.319
I  3.059  -2.082  -1.577
C  -0.105  -0.079  -2.341
O  0.320  -0.358  -3.434
C  -1.560  0.042  -2.030
I  -2.751  0.676  -3.600
C  -2.006  -0.269  -0.816
C  -3.409  -0.179  -0.301
C  -3.982  1.255  -0.231
C  -2.964  2.351  0.088
C  -2.592  2.432  1.570
C  -0.964  -0.782  0.145
O  -1.222  -1.640  0.953
H  2.135  0.394  3.225
H  2.022  1.125  -2.622
H  3.967  0.225  -2.403
H  3.867  0.344  0.642
H  4.841  1.309  -0.480
H  5.179  -0.404  -0.302
H  -3.431  -0.644  0.684
H  -4.046  -0.796  -0.942
H  -4.728  1.250  0.568
H  -4.510  1.499  -1.153
H  -3.418  3.306  -0.188
H  -2.062  2.266  -0.522
H  -2.081  3.377  1.765
H  -1.919  1.630  1.883
H  -3.493  2.435  2.185
C  1.893  -4.618  2.282
Br  1.814  -2.697  2.170
Br  0.871  -5.423  0.865
Br  3.709  -5.264  2.290
H  1.444  -4.921  3.216

Summary:
* LUMO: -1.51 eV
* multiplicity: 1
* orbital gap: 0.2819 hartree

Atomic partial charges in e from the natural (NBO) method, atoms 1 to 8:
1 C -0.204
2 C 0.062
3 C -0.211
4 C -0.012
5 C -0.369
6 I 0.119
7 C -0.317
8 C -0.649

***

(2)
A structure of composition C16H16BrClIO5Os. Source: the Open Molecules 2025 dataset; level of theory: ωB97M-V with the def2-TZVPD basis set.

Geometry (Å):
Os  -0.002  -1.238  1.728
O  2.495  -1.973  4.598
Cl  1.973  -1.974  3.321
O  1.820  -0.602  2.722
O  2.530  -2.855  2.386
O  0.398  -2.272  3.343
Br  -2.450  -4.155  4.265
C  -3.309  -2.498  4.100
C  -4.050  -1.991  5.162
C  -4.686  -0.765  5.042
C  -4.600  -0.024  3.867
C  -3.870  -0.510  2.790
C  -3.237  -1.735  2.933
I  -2.189  -2.517  1.272
H  -4.127  -2.563  6.077
H  -5.261  -0.387  5.876
H  -5.112  0.924  3.782
H  -3.825  0.042  1.861
C  3.068  1.214  -5.674
C  2.389  1.169  -4.347
C  1.438  2.121  -3.983
C  0.733  2.108  -2.724
C  -0.195  3.243  -2.523
C  0.999  1.062  -1.805
C  0.183  0.977  -0.623
O  0.096  -0.004  0.141
C  2.066  0.168  -2.098
C  2.679  -0.777  -1.135
C  2.694  0.218  -3.386
H  2.352  1.423  -6.469
H  3.583  0.282  -5.895
H  3.806  2.021  -5.681
H  1.196  2.921  -4.675
H  -0.780  3.404  -3.434
H  0.417  4.152  -2.418
H  -0.867  3.187  -1.677
H  -0.441  1.836  -0.377
H  2.369  -0.642  -0.107
H  3.767  -0.670  -1.188
H  2.480  -1.806  -1.462
H  3.469  -0.514  -3.587

Summary:
* LUMO (alpha / beta): -10.02 / -13.16 eV
* charge: +3
* multiplicity: 5
* orbital gap (alpha / beta): 0.2904 / 0.1568 hartree

Atomic partial charges in e from the natural (NBO) method, atoms 1 to 8:
1 Os 0.986
2 O -0.625
3 Cl 2.474
4 O -0.809
5 O -0.701
6 O -0.795
7 Br 0.476
8 C -0.041

***

(3)
A structure of composition C16H16Cl2CuN4O3. Source: the Open Molecules 2025 dataset; level of theory: ωB97M-V with the def2-TZVPD basis set.

Geometry (Å):
Cu  0.163  -0.524  -0.853
Cl  2.934  -5.345  3.641
C  2.619  -4.118  2.432
C  3.545  -3.082  2.251
C  3.289  -2.123  1.308
Cl  4.438  -0.840  1.084
C  2.151  -2.145  0.429
O  2.006  -1.296  -0.486
C  1.214  -3.213  0.697
C  -0.041  -3.228  0.016
O  -0.364  -2.512  -0.936
C  1.474  -4.173  1.689
H  4.448  -3.030  2.842
H  -0.806  -3.909  0.436
H  0.756  -4.970  1.846
N  -0.237  3.329  0.980
C  -0.314  2.970  2.305
C  0.371  1.794  2.397
N  0.848  1.421  1.175
C  0.450  2.343  0.331
C  0.724  2.323  -1.091
N  1.143  1.268  -1.759
C  1.330  1.680  -3.046
C  0.984  2.990  -3.182
N  0.603  3.397  -1.925
H  -0.724  4.097  0.559
H  -0.819  3.572  3.040
H  0.549  1.195  3.275
H  1.679  0.998  -3.804
H  1.004  3.659  -4.024
H  0.280  4.313  -1.685
C  -3.323  -0.959  -1.188
C  -2.700  0.295  -0.557
C  -3.619  1.494  -0.860
O  -1.428  0.581  -0.998
H  -4.331  -1.136  -0.797
H  -2.696  -1.822  -0.987
H  -3.370  -0.824  -2.273
H  -2.720  0.157  0.549
H  -3.532  1.739  -1.922
H  -3.312  2.369  -0.280
H  -4.665  1.267  -0.626

Summary:
* LUMO: 2.60 eV
* charge: -1
* multiplicity: 1
* orbital gap: 0.2040 hartree

Atomic partial charges in e from the natural (NBO) method, atoms 1 to 8:
1 Cu 0.920
2 Cl -0.061
3 C -0.120
4 C -0.229
5 C -0.132
6 Cl -0.018
7 C 0.477
8 O -0.731

***

(4)
A structure of composition C16H16Cl2N4S. Source: the Open Molecules 2025 dataset; level of theory: ωB97M-V with the def2-TZVPD basis set.

Geometry (Å):
S  -1.675  1.057  2.793
C  -0.632  0.956  1.441
N  -0.846  0.337  0.221
C  -2.183  -0.266  0.166
H  -2.725  -0.334  1.153
C  -1.984  -1.555  -0.450
N  -1.385  -1.360  -1.628
C  -0.961  -2.216  -2.753
N  -0.217  -1.877  -3.784
C  0.026  -2.924  -4.641
C  -0.066  -4.255  -4.520
C  -0.907  -4.479  -3.414
C  -1.570  -3.545  -2.485
H  -1.887  -3.974  -1.623
H  -1.351  -5.526  -3.310
H  0.033  -5.020  -5.101
H  0.516  -2.602  -5.397
C  -0.784  -0.022  -1.921
H  -1.497  0.708  -2.372
H  -0.026  -0.118  -2.805
C  0.024  0.526  -0.792
H  0.996  -0.347  -0.475
H  0.548  1.371  -0.923
H  -2.819  -2.142  -0.553
H  -1.169  -2.076  -0.164
H  -2.855  0.338  -0.390
N  0.539  1.559  1.695
C  1.406  2.331  2.507
C  2.667  2.263  2.913
C  3.253  3.039  3.729
C  2.646  4.014  4.387
C  1.155  4.191  4.244
C  0.569  3.223  3.347
H  -0.636  3.388  3.296
H  0.561  4.795  4.932
Cl  3.509  4.928  5.541
Cl  4.982  3.125  3.743
H  3.298  1.401  2.346
H  1.448  1.087  1.045

Summary:
* LUMO: 0.33 eV
* energy above the lowest of the compared OMol25 structures with the same formula, charge and spin: 1023.87 kJ/mol
* multiplicity: 1
* orbital gap: 0.3091 hartree

Atomic partial charges in e from the natural (NBO) method, atoms 1 to 8:
1 S -0.288
2 C 0.347
3 N -0.436
4 C -0.231
5 H 0.289
6 C -0.249
7 N -0.417
8 C 0.445

***

(5)
A structure of composition C16H16ClFN2O2. Source: the Open Molecules 2025 dataset; level of theory: ωB97M-V with the def2-TZVPD basis set.

Geometry (Å):
O  -2.999  -2.305  -0.712
C  -2.747  -1.144  -0.476
N  -1.546  -0.418  -0.610
C  -1.351  0.801  -0.154
H  -1.771  1.400  -0.985
C  0.052  0.921  0.086
N  0.521  -0.282  0.895
C  0.525  -1.334  -0.213
C  -0.636  -1.218  -1.214
H  -0.187  -0.780  -2.030
H  -1.002  -2.036  -1.378
H  0.262  -2.106  0.478
H  1.505  -1.723  -0.752
C  1.860  0.095  1.511
C  3.073  0.166  0.500
C  3.358  1.397  0.241
C  4.546  1.475  -0.667
C  5.262  0.502  -0.986
C  5.117  -0.592  -0.626
C  3.892  -0.829  0.394
Cl  3.598  -2.465  0.826
H  5.515  -1.450  -0.655
H  6.140  0.807  -1.664
H  4.656  2.682  -0.905
F  2.685  2.674  0.222
H  1.802  0.904  2.109
H  1.966  -1.063  2.103
H  0.324  2.058  0.611
H  0.509  1.134  -0.833
H  -1.844  0.956  0.915
C  -4.053  -0.269  -0.024
C  -5.316  -0.940  0.231
C  -6.077  0.207  0.750
C  -5.360  1.155  0.570
O  -4.139  0.901  0.175
H  -5.503  2.525  0.795
H  -7.101  0.130  0.879
H  -5.538  -1.934  0.596

Summary:
* LUMO: 0.11 eV
* energy above the lowest of the compared OMol25 structures with the same formula, charge and spin: 1292.00 kJ/mol
* multiplicity: 1
* orbital gap: 0.3172 hartree

Atomic partial charges in e from the natural (NBO) method, atoms 1 to 8:
1 O -0.592
2 C 0.682
3 N -0.438
4 C -0.216
5 H 0.199
6 C -0.254
7 N -0.431
8 C -0.250

***

(6)
A structure of composition C16H16EuN3O8S. Source: the Open Molecules 2025 dataset; level of theory: ωB97M-V with the def2-TZVPD basis set.

Geometry (Å):
Eu  0.082  0.709  0.613
C  0.586  -0.141  4.891
C  -0.426  0.160  3.806
O  0.060  0.524  2.654
N  -1.395  -0.904  3.693
C  -2.412  -0.678  2.664
C  -2.071  -1.258  1.305
C  -1.813  -2.616  1.168
C  -1.622  -3.145  -0.095
C  -1.714  -2.306  -1.193
C  -1.936  -0.961  -0.973
N  -2.097  -0.430  0.248
H  1.241  -0.923  4.513
H  0.106  -0.474  5.813
H  1.166  0.759  5.089
H  -1.826  -1.058  4.595
H  -2.631  0.383  2.540
H  -3.331  -1.165  3.000
H  -1.756  -3.230  2.057
H  -1.399  -4.196  -0.220
H  -1.568  -2.674  -2.199
H  -1.977  -0.266  -1.802
O  0.322  0.972  -1.642
C  1.450  0.587  -1.198
O  2.034  1.266  -0.300
C  1.646  -0.946  -1.140
O  2.277  -1.673  -1.882
O  0.923  -1.226  -0.110
N  -1.527  3.229  -1.881
C  -1.402  3.170  -0.506
C  -2.498  2.893  0.315
C  -2.350  2.827  1.691
C  -1.105  3.026  2.267
C  -0.012  3.369  1.469
C  -0.163  3.450  0.094
S  -0.911  2.860  4.022
O  -1.924  3.669  4.642
O  0.467  3.108  4.335
O  -1.308  1.390  4.357
H  -2.359  2.794  -2.246
H  -0.695  2.906  -2.356
H  -3.476  2.750  -0.130
H  -3.201  2.649  2.335
H  0.935  3.583  1.944
H  0.666  3.760  -0.527

Summary:
* LUMO (alpha / beta): 2.56 / 2.56 eV
* energy above the lowest of the compared OMol25 structures with the same formula, charge and spin: 133.76 kJ/mol
* charge: -1
* multiplicity: 8
* orbital gap (alpha / beta): 0.2025 / 0.2926 hartree

Atomic partial charges in e from the Mulliken method, atoms 1 to 8:
1 Eu 0.741
2 C -1.546
3 C 0.648
4 O -0.490
5 N -0.230
6 C -0.462
7 C 0.791
8 C -0.911